Formula: C39H24Cl2F9N2O2PS2Zn
Source: the OMol25 dataset
Level of theory: ωB97M-V/def2-TZVPD

Each line ends with the Löwdin charge.
CARTESIAN COORDINATES (ANGSTROEM)
Zn 0.44205 -0.14949 0.41436  0.692
Cl -3.79774 1.80553 1.49306  0.693
Cl -1.59329 1.73513 -3.50171  0.697
S 0.37833 2.46121 -0.45865  0.707
S 3.81360 4.65982 -0.79024  0.606
P -1.90212 -0.92302 -0.41885  0.703
F -2.12616 -3.34205 5.90283  0.124
F -8.14265 -2.28504 -3.15228  0.118
F -4.20048 -3.60947 5.36969  0.116
F 1.89101 -4.88545 -4.43642  0.119
F -8.02582 -3.82994 -1.64756  0.116
F -7.07929 -4.11845 -3.55943  0.118
F -2.74041 -5.11254 4.84161  0.115
F -0.06823 -5.47168 -5.10668  0.113
F 0.86759 -3.71223 -5.93545  0.121
O 4.46471 5.14547 0.40198  -0.328
O 4.64729 4.48355 -1.95490  -0.330
N -2.11483 0.62074 -0.68339  -0.182
N 2.92628 3.33408 -0.48904  -0.108
C -6.04887 -2.58883 -2.06872  -0.150
C 2.28024 -0.37134 1.67484  -0.297
C 0.06670 -3.55993 -3.70780  -0.147
C 1.88474 0.91072 2.15807  -0.248
C -2.64278 2.38948 -2.27814  -0.614
C -5.13492 -3.41810 -1.42186  -0.018
C 0.02308 6.85316 -1.72908  -0.082
C -1.10603 -2.05793 -1.64049  -0.299
C -1.07039 -1.58657 -2.95238  -0.087
C -3.95957 -2.88440 -0.93424  -0.070
C 1.63403 3.54937 -0.64896  -0.803
C 0.98270 0.71355 3.20260  -0.164
C 1.65268 -1.34899 2.51322  -0.235
C -3.64603 -1.52426 -1.06213  -0.217
C -1.24804 -2.71163 1.73154  -0.122
C -5.76856 -1.24319 -2.21556  -0.011
C -0.47782 -2.31297 -3.97219  -0.007
C -2.69286 -3.08943 3.61180  -0.142
C -4.08529 4.21588 -1.65658  -0.134
C -4.57721 -0.72386 -1.71318  -0.037
C -3.59525 2.43996 -0.11823  -0.589
C -7.31016 -3.18870 -2.60205  -0.577
C 1.30727 4.96115 -1.07239  -0.227
C -0.59650 -3.34271 -1.40513  -0.081
C -3.32604 -1.53833 1.89571  -0.096
C -2.94206 -3.77576 4.91530  -0.577
C -2.77439 1.71978 -1.02625  -0.497
C -1.52364 -3.37419 2.90960  -0.021
C 0.85339 -0.67759 3.43163  -0.184
C -0.01538 -4.07854 -2.41828  -0.023
C 1.18907 7.61064 -1.84110  -0.097
C -4.22908 3.63239 -0.40852  -0.149
C 0.06905 5.52039 -1.34394  -0.028
C 2.45141 5.71668 -1.19430  -0.231
C 0.68356 -4.38790 -4.78622  -0.578
C 2.42921 7.04432 -1.57310  -0.053
C -3.58234 -2.15089 3.11303  -0.008
C -3.27560 3.57579 -2.58617  -0.160
C -2.15856 -1.80824 1.18212  -0.304
H 1.78426 -2.41998 2.42904  0.077
H -0.82331 4.91222 -1.25933  0.089
H -4.57666 5.14897 -1.89624  0.084
H -0.93357 7.31125 -1.94862  0.095
H -4.05249 -0.85093 1.48266  0.063
H -4.48701 -1.91578 3.65781  0.114
H -0.66341 -3.79599 -0.42834  0.083
H -3.26045 -3.54418 -0.43353  0.106
H 3.34309 7.61669 -1.66133  0.111
H -4.83160 4.09731 0.36042  0.089
H -0.45189 -1.90858 -4.97474  0.116
H 0.44264 1.49134 3.72266  0.081
H -1.51117 -0.62680 -3.17647  0.018
H 0.37045 -5.06860 -2.20847  0.117
H -6.47335 -0.59283 -2.71614  0.112
H 1.12723 8.64912 -2.14353  0.091
H -4.38501 0.33005 -1.84594  0.090
H 0.19385 -1.13480 4.15552  0.077
H 3.11697 -0.56273 1.01601  0.081
H 2.20392 1.85389 1.74409  0.061
H -0.28265 -2.84730 1.27000  0.068
H -5.34924 -4.47358 -1.30452  0.117
H -0.80760 -4.07942 3.31299  0.123
H -3.10500 4.00880 -3.56258  0.090

LUMO energy = 4.07 eV
E_HOMO = -1.417 eV
HOMO-LUMO gap = 5.49 eV
energy = -6496.9032 a.u.
total charge = -2

---

Formula: C39H26AuF5N4O3
Source: the OMol25 dataset
Level of theory: ωB97M-V/def2-TZVPD

Each line ends with the Löwdin charge.
CARTESIAN COORDINATES (ANGSTROEM)
Au -0.36398 2.06803 0.49534  1.472
F -1.60714 -3.74450 -3.77322  0.092
F -3.62676 -3.04779 -2.06955  0.102
F -3.67569 -0.63649 -0.90001  0.069
F 0.43517 0.43679 -2.99922  0.070
F 0.44746 -1.98673 -4.17121  0.104
O -0.77854 0.78127 3.03906  0.027
O -1.71035 1.24126 -1.47468  -0.149
O -0.52712 0.10679 0.93183  -0.218
N 0.46558 -2.28243 0.43912  0.096
N -0.00068 3.96604 0.21023  -0.060
N 1.61496 1.92263 0.32676  -0.019
N -2.23340 2.80153 0.74212  -0.019
C -2.62260 -2.18872 -2.30081  -0.161
C 0.92472 -3.61702 2.39376  -0.027
C 2.26337 -4.92963 -2.25855  -0.045
C 2.15932 3.10439 -0.11420  -0.128
C -0.17179 -1.48547 2.66042  -0.076
C -0.27078 -1.74700 4.02975  -0.028
C 2.76433 -3.64750 -2.09568  -0.077
C -2.25415 4.16966 0.77403  -0.132
C -1.02320 4.83334 0.53586  -0.193
C 2.16062 -2.79440 -1.19208  -0.022
C -0.98288 6.19919 0.69354  -0.006
C -0.54065 -0.11086 2.24016  -0.567
C -4.61705 4.09771 1.16828  0.020
C 1.78911 5.37842 -0.76818  0.000
C -3.33163 2.09916 0.85901  -0.055
C 1.28347 4.21919 -0.22157  -0.194
C -4.56886 2.73717 1.06750  -0.006
C -3.37487 6.27877 1.13220  -0.036
C -0.56655 -1.65316 -3.36121  -0.166
C 0.50629 -4.48365 -0.66083  -0.176
C -0.59525 -0.40630 -2.76529  -0.156
C 1.04752 -3.20971 -0.46768  -0.212
C 0.18986 -2.92075 4.58409  -0.092
C 1.14398 -5.35544 -1.55517  -0.223
C 4.00832 4.40372 -0.97415  -0.035
C 3.14877 5.45510 -1.13450  -0.060
C 3.51473 3.18325 -0.45779  -0.145
C -2.16849 6.90636 0.99240  -0.067
C 4.29457 2.01748 -0.27900  0.024
C -3.43768 4.86796 1.02642  -0.144
C -2.63345 -0.94079 -1.71104  -0.145
C -0.75222 -4.91069 0.04082  -0.026
C 2.35292 0.84577 0.48339  -0.054
C 3.72711 0.86944 0.19704  -0.017
C 0.81502 -3.84386 3.74829  -0.077
C 0.39125 -2.45744 1.80027  -0.186
C -1.59301 -2.55398 -3.14816  -0.168
C -1.64947 0.04059 -1.94306  -0.357
C 0.59863 -6.73897 -1.78252  -0.044
H -5.55644 4.60570 1.34916  0.125
H 3.51093 6.38150 -1.56039  0.111
H 1.85374 -0.05184 0.82006  0.109
H 0.09710 -3.10460 5.64537  0.098
H 5.04989 4.47947 -1.25495  0.115
H -1.29894 -4.05218 0.42580  0.083
H -0.53861 -5.57185 0.88514  0.088
H 1.14587 6.22820 -0.93867  0.101
H 5.34742 2.04820 -0.53104  0.127
H -0.05416 6.74107 0.59761  0.097
H 2.73739 -5.60923 -2.95655  0.108
H -1.40781 -5.45166 -0.64114  0.080
H 1.42135 -4.34246 1.76519  0.111
H -2.10738 7.98098 1.10311  0.109
H 1.24684 -7.30350 -2.45108  0.075
H 0.50746 -7.29285 -0.84602  0.084
H 1.22570 -4.75739 4.16100  0.105
H -0.70305 -0.97264 4.64830  0.116
H 0.04976 -1.44333 0.05945  0.106
H 4.30468 -0.03139 0.34480  0.116
H -4.27904 6.83718 1.33366  0.113
H 2.54258 -1.79264 -1.03397  0.098
H -0.39590 -6.70085 -2.23223  0.084
H -5.45808 2.13065 1.15430  0.117
H 3.62457 -3.31993 -2.66474  0.103
H -3.23473 1.02763 0.78555  0.115

LUMO energy = -1.10 eV
E_HOMO = -6.837 eV
HOMO-LUMO gap = 5.74 eV
energy = -2581.5405 a.u.
total charge = 0

---

> Which value of LUMO energy does entry 2 give?

-1.10 eV

---

> Among the records above, which one has the highest LUMO energy?

C39H24Cl2F9N2O2PS2Zn

---

> The lowest HOMO-LUMO gap belongs to which entry?

C39H24Cl2F9N2O2PS2Zn

---

> Look up the E_HOMO of the first one.

-1.417 eV